A cluster of 15 separate species, C15H60O15 in total in a non-equilibrium geometry. Source: the OMol25 dataset; level of theory: ωB97M-V/def2-TZVPD.

```
! wB97M-V def2-TZVPD RIJCOSX def2/J DEFGRID3
* xyz 0 1
C 1.987 -3.357 0.029
O 2.929 -4.347 -0.387
H 1.072 -3.242 -0.552
H 1.679 -3.559 1.064
H 2.542 -2.426 0.112
H 2.469 -5.192 -0.361
C 0.082 0.261 -0.061
O 1.428 -0.133 -0.258
H -0.476 0.204 -0.996
H -0.385 -0.299 0.750
H -0.009 1.332 0.176
H 1.928 -0.117 0.571
C 0.122 4.046 -1.142
O -0.722 5.187 -0.899
H 0.538 3.764 -0.178
H -0.516 3.282 -1.586
H 0.947 4.341 -1.793
H -1.115 5.431 -1.743
C 1.441 -2.118 3.606
O 1.397 -3.540 3.567
H 0.728 -1.738 4.348
H 2.420 -1.730 3.878
H 1.088 -1.754 2.643
H 2.087 -3.930 4.106
C 2.245 1.059 2.776
O 3.107 0.202 2.026
H 1.230 0.980 2.392
H 2.263 0.757 3.825
H 2.564 2.101 2.691
H 3.932 0.069 2.499
C -3.258 -0.940 -0.117
O -3.641 -0.869 1.267
H -3.048 0.073 -0.467
H -2.347 -1.521 -0.245
H -4.035 -1.432 -0.702
H -4.599 -0.928 1.289
C 5.421 -2.189 0.340
O 5.335 -3.032 -0.779
H 5.265 -2.741 1.278
H 6.432 -1.788 0.381
H 4.686 -1.376 0.313
H 4.460 -3.457 -0.821
C -4.569 0.543 -3.543
O -3.383 1.080 -2.983
H -5.316 1.315 -3.675
H -4.338 0.089 -4.516
H -4.919 -0.299 -2.935
H -2.748 0.366 -2.851
C -1.584 -3.392 1.742
O -0.865 -4.512 2.231
H -2.224 -3.750 0.934
H -2.193 -2.874 2.485
H -0.879 -2.687 1.280
H -0.176 -4.161 2.819
C 0.025 2.030 -4.330
O 0.881 1.105 -4.994
H 0.574 2.902 -3.965
H -0.714 2.340 -5.069
H -0.488 1.511 -3.513
H 1.423 0.707 -4.289
C 3.570 -0.476 -2.921
O 2.243 0.032 -2.836
H 3.645 -1.230 -3.704
H 4.252 0.346 -3.158
H 3.901 -0.931 -1.984
H 1.988 0.063 -1.893
C -2.160 0.166 4.034
O -1.958 0.832 2.791
H -2.352 0.900 4.821
H -3.051 -0.464 3.976
H -1.284 -0.421 4.327
H -2.480 0.311 2.159
C -3.102 3.044 0.132
O -3.079 4.421 0.468
H -2.455 2.467 0.802
H -4.122 2.665 0.153
H -2.760 2.894 -0.901
H -2.166 4.725 0.346
C -0.870 -1.399 -3.763
O -1.955 -1.442 -2.812
H 0.073 -1.674 -3.282
H -1.062 -2.100 -4.576
H -0.786 -0.388 -4.140
H -2.004 -2.350 -2.501
C -0.366 3.510 2.850
O 0.470 4.660 3.023
H 0.160 2.602 3.163
H -1.244 3.664 3.460
H -0.511 3.363 1.777
H 1.282 4.564 2.521
*
```

LUMO = -0.020 eV
F_max = 1.6 eV Å⁻¹
HOMO energy = -9.541 eV
energy relative to the best compared isomer or geometry (same formula, charge and spin) = 655.1 kJ/mol
frontier orbital gap = 0.3499 hartree
energy = -1735.8371 hartree

Calculated atomic charges, method Löwdin, unit e: atom 1 (C): -0.117, atom 2 (O): -0.115, atom 3 (H): 0.086, atom 4 (H): 0.066, atom 5 (H): 0.058, atom 6 (H): 0.097, atom 7 (C): -0.111, atom 8 (O): -0.132, atom 9 (H): 0.079, atom 10 (H): 0.068, atom 11 (H): 0.070, atom 12 (H): 0.042, atom 13 (C): -0.120, atom 14 (O): -0.130, atom 15 (H): 0.065, atom 16 (H): 0.064, atom 17 (H): 0.083, atom 18 (H): 0.093, atom 19 (C): -0.127, atom 20 (O): -0.125, atom 21 (H): 0.077, atom 22 (H): 0.080, atom 23 (H): 0.068, atom 24 (H): 0.099, atom 25 (C): -0.126, atom 26 (O): -0.144, atom 27 (H): 0.057, atom 28 (H): 0.090, atom 29 (H): 0.088, atom 30 (H): 0.093, atom 31 (C): -0.124, atom 32 (O): -0.128, atom 33 (H): 0.071, atom 34 (H): 0.047, atom 35 (H): 0.091, atom 36 (H): 0.096, atom 37 (C): -0.187, atom 38 (O): -0.125, atom 39 (H): 0.079, atom 40 (H): 0.080, atom 41 (H): 0.051, atom 42 (H): 0.032, atom 43 (C): -0.150, atom 44 (O): -0.148, atom 45 (H): 0.078, atom 46 (H): 0.079, atom 47 (H): 0.067, atom 48 (H): 0.016, atom 49 (C): -0.168, atom 50 (O): -0.123, atom 51 (H): 0.080, atom 52 (H): 0.074, atom 53 (H): 0.055, atom 54 (H): 0.025, atom 55 (C): -0.159, atom 56 (O): -0.147, atom 57 (H): 0.069, atom 58 (H): 0.086, atom 59 (H): 0.049, atom 60 (H): 0.025, atom 61 (C): -0.109, atom 62 (O): -0.159, atom 63 (H): 0.086, atom 64 (H): 0.083, atom 65 (H): 0.063, atom 66 (H): 0.038, atom 67 (C): -0.139, atom 68 (O): -0.152, atom 69 (H): 0.078, atom 70 (H): 0.077, atom 71 (H): 0.058, atom 72 (H): 0.023, atom 73 (C): -0.167, atom 74 (O): -0.126, atom 75 (H): 0.051, atom 76 (H): 0.082, atom 77 (H): 0.061, atom 78 (H): 0.035, atom 79 (C): -0.090, atom 80 (O): -0.155, atom 81 (H): 0.079, atom 82 (H): 0.089, atom 83 (H): 0.050, atom 84 (H): 0.083, atom 85 (C): -0.140, atom 86 (O): -0.119, atom 87 (H): 0.044, atom 88 (H): 0.094, atom 89 (H): 0.050, atom 90 (H): 0.060

---

A structure of composition C15H8ClCoIN3O2S2. Source: the OMol25 dataset; level of theory: ωB97M-V/def2-TZVPD.

```
! wB97M-V def2-TZVPD RIJCOSX def2/J DEFGRID3
* xyz -1 2
Co 0.344 -0.666 -1.756
Cl 3.786 -0.283 4.145
C 3.326 -0.437 2.462
C 4.293 -0.454 1.497
C 3.961 -0.557 0.137
I 5.469 -0.580 -1.301
C 2.640 -0.625 -0.304
O 2.270 -0.671 -1.531
C 1.646 -0.648 0.745
N 0.376 -0.795 0.303
C -0.610 -0.845 1.158
C -0.397 -0.719 2.543
C 0.876 -0.568 3.016
C 1.961 -0.544 2.111
H 5.332 -0.384 1.789
H -1.599 -1.010 0.745
H -1.242 -0.753 3.218
H 1.066 -0.475 4.076
O -1.564 -0.481 -2.075
N -2.152 0.677 -1.807
C -3.495 0.649 -1.679
C -4.219 1.789 -1.472
C -3.531 3.005 -1.394
C -2.167 3.014 -1.508
C -1.426 1.827 -1.705
S 0.266 1.756 -1.811
H -3.921 -0.340 -1.765
H -5.292 1.728 -1.375
H -4.071 3.931 -1.241
H -1.600 3.932 -1.446
S 0.191 -2.851 -2.591
C -0.143 -3.567 -1.105
N -0.374 -4.054 -0.078
*
```

LUMO (alpha / beta) = 2.532 / 2.532 eV
expectation value of S² = 0.79
F_max = 1.0 eV Å⁻¹
HOMO energy (alpha / beta) = -4.639 / -4.611 eV
energy relative to the best compared isomer or geometry (same formula, charge and spin) = 36.0 kJ/mol
frontier orbital gap (alpha / beta) = 0.2635 / 0.2625 hartree
energy = -3828.3100 hartree

Calculated atomic charges, method natural (NBO), unit e: atom 1 (Co): 1.105, atom 2 (Cl): -0.047, atom 3 (C): -0.108, atom 4 (C): -0.214, atom 5 (C): -0.293, atom 6 (I): 0.113, atom 7 (C): 0.428, atom 8 (O): -0.722, atom 9 (C): 0.065, atom 10 (N): -0.457, atom 11 (C): 0.070, atom 12 (C): -0.251, atom 13 (C): -0.168, atom 14 (C): -0.026, atom 15 (H): 0.229, atom 16 (H): 0.207, atom 17 (H): 0.213, atom 18 (H): 0.222, atom 19 (O): -0.607, atom 20 (N): 0.003, atom 21 (C): 0.026, atom 22 (C): -0.290, atom 23 (C): -0.189, atom 24 (C): -0.237, atom 25 (C): 0.021, atom 26 (S): -0.246, atom 27 (H): 0.234, atom 28 (H): 0.220, atom 29 (H): 0.213, atom 30 (H): 0.228, atom 31 (S): -0.324, atom 32 (C): 0.081, atom 33 (N): -0.499

---

A structure of composition C15H8Co2N3O6 in a non-equilibrium geometry. Source: the OMol25 dataset; level of theory: ωB97M-V/def2-TZVPD.

```
! wB97M-V def2-TZVPD RIJCOSX def2/J DEFGRID3
* xyz -1 1
C -4.335 -2.504 -0.601
C -3.189 -1.709 -0.475
C -1.955 -2.368 -0.522
C -1.889 -3.749 -0.674
C -3.025 -4.546 -0.794
C -4.261 -3.899 -0.765
N -0.537 -4.029 -0.691
N 0.189 -2.887 -0.549
N -0.654 -1.902 -0.491
H -5.328 -2.049 -0.581
H -3.204 -0.629 -0.345
H -2.891 -5.618 -0.911
H -5.178 -4.476 -0.873
H -0.082 -4.948 -0.742
O 1.835 3.815 -3.184
C 2.112 3.671 -2.072
Co 2.518 3.438 -0.382
C 3.782 2.224 -0.651
O 4.626 1.464 -0.880
C 3.298 5.029 -0.286
O 3.825 6.052 -0.242
C 0.746 2.514 -0.073
C 0.490 1.199 0.252
C -0.311 0.085 0.131
Co 1.524 2.016 1.504
C 2.524 0.579 1.548
O 3.125 -0.408 1.596
C 0.825 1.946 3.144
O 0.406 1.853 4.219
C 2.849 3.303 1.854
O 3.605 3.806 2.582
H -0.045 3.251 -0.330
H -0.464 -0.486 1.042
H -0.932 -0.036 -0.757
*
```

LUMO = 2.343 eV
F_max = 5.7 eV Å⁻¹
HOMO energy = -3.488 eV
energy relative to the best compared isomer or geometry (same formula, charge and spin) = 0.0 kJ/mol
frontier orbital gap = 0.2143 hartree
energy = -3957.5284 hartree

Calculated atomic charges, method natural (NBO), unit e: atom 1 (C): -0.240, atom 2 (C): -0.167, atom 3 (C): 0.012, atom 4 (C): 0.157, atom 5 (C): -0.261, atom 6 (C): -0.205, atom 7 (N): -0.397, atom 8 (N): 0.022, atom 9 (N): -0.190, atom 10 (H): 0.214, atom 11 (H): 0.244, atom 12 (H): 0.211, atom 13 (H): 0.213, atom 14 (H): 0.408, atom 15 (O): -0.553, atom 16 (C): 0.577, atom 17 (Co): -0.075, atom 18 (C): 0.475, atom 19 (O): -0.552, atom 20 (C): 0.495, atom 21 (O): -0.550, atom 22 (C): -0.549, atom 23 (C): -0.008, atom 24 (C): -0.538, atom 25 (Co): -0.096, atom 26 (C): 0.523, atom 27 (O): -0.553, atom 28 (C): 0.532, atom 29 (O): -0.563, atom 30 (C): 0.432, atom 31 (O): -0.578, atom 32 (H): 0.195, atom 33 (H): 0.187, atom 34 (H): 0.178

---

A structure of composition C15H8F6INO7STi in a non-equilibrium geometry. Source: the OMol25 dataset; level of theory: ωB97M-V/def2-TZVPD.

```
! wB97M-V def2-TZVPD RIJCOSX def2/J DEFGRID3
* xyz -2 3
Ti 0.202 -0.479 0.223
O -3.385 -0.269 1.821
C -2.375 -0.540 1.167
O -1.187 -0.104 1.403
C -2.435 -1.416 -0.025
C -3.600 -2.040 -0.435
C -3.603 -2.845 -1.559
C -2.369 -2.981 -2.237
C -1.253 -2.339 -1.778
N -1.218 -1.549 -0.674
H -4.489 -1.872 0.157
H -4.494 -3.354 -1.898
H -2.299 -3.608 -3.115
H -0.320 -2.463 -2.309
F 1.176 -0.529 -2.676
C 1.448 -0.933 -1.377
F 2.626 -0.266 -1.091
F 1.881 -2.242 -1.560
I 2.222 7.925 0.252
C 1.684 5.864 0.244
C 0.931 5.372 -0.822
C 0.585 4.048 -0.858
C 0.998 3.160 0.172
C 1.765 3.703 1.241
C 2.105 5.027 1.279
C 0.699 1.767 0.165
O -0.089 1.187 -0.703
O 1.207 0.963 1.036
H 0.618 6.044 -1.612
H 0.013 3.648 -1.683
H 2.059 3.029 2.033
H 2.687 5.417 2.105
F 0.226 -4.002 0.205
C 1.086 -4.164 1.219
F 0.728 -5.299 1.855
F 2.295 -4.408 0.701
S 0.975 -2.553 2.199
O 1.881 -2.720 3.302
O -0.419 -2.499 2.504
O 1.438 -1.679 1.129
*
```

LUMO (alpha / beta) = 3.692 / 3.668 eV
expectation value of S² = 2.05
F_max = 3.7 eV Å⁻¹
HOMO energy (alpha / beta) = 0.338 / -3.454 eV
energy relative to the best compared isomer or geometry (same formula, charge and spin) = 120.6 kJ/mol
frontier orbital gap (alpha / beta) = 0.1232 / 0.2618 hartree
energy = -3302.5960 hartree

Calculated atomic charges, method natural (NBO), unit e: atom 1 (Ti): 1.403, atom 2 (O): -0.666, atom 3 (C): 0.762, atom 4 (O): -0.671, atom 5 (C): 0.028, atom 6 (C): -0.193, atom 7 (C): -0.277, atom 8 (C): -0.275, atom 9 (C): 0.035, atom 10 (N): -0.540, atom 11 (H): 0.228, atom 12 (H): 0.190, atom 13 (H): 0.198, atom 14 (H): 0.214, atom 15 (F): -0.384, atom 16 (C): 0.617, atom 17 (F): -0.365, atom 18 (F): -0.392, atom 19 (I): -0.012, atom 20 (C): -0.205, atom 21 (C): -0.283, atom 22 (C): -0.199, atom 23 (C): -0.218, atom 24 (C): -0.189, atom 25 (C): -0.287, atom 26 (C): 0.675, atom 27 (O): -0.664, atom 28 (O): -0.668, atom 29 (H): 0.201, atom 30 (H): 0.217, atom 31 (H): 0.224, atom 32 (H): 0.202, atom 33 (F): -0.326, atom 34 (C): 0.685, atom 35 (F): -0.340, atom 36 (F): -0.328, atom 37 (S): 2.385, atom 38 (O): -0.950, atom 39 (O): -0.927, atom 40 (O): -0.905

---

A structure of composition C15H9AsBrF6N3OPdSe2Te2. Source: the OMol25 dataset; level of theory: ωB97M-V/def2-TZVPD.

```
! wB97M-V def2-TZVPD RIJCOSX def2/J DEFGRID3
* xyz 1 6
Pd 0.177 0.651 -3.482
Br 3.309 -4.317 5.430
C 1.824 -3.266 4.952
C 2.010 -2.175 4.104
C 0.931 -1.402 3.737
C -0.343 -1.725 4.228
C -0.510 -2.782 5.133
C 0.569 -3.572 5.471
N -1.481 -0.980 3.932
N -1.598 -0.294 2.904
C -1.151 -0.525 1.661
C -0.912 -1.837 1.166
C -0.563 -2.061 -0.128
C -0.415 -0.981 -1.048
O -0.078 -1.181 -2.242
C -0.700 0.370 -0.568
N -0.596 1.369 -1.470
C -0.882 2.605 -1.106
C -1.294 2.915 0.196
C -1.396 1.916 1.130
C -1.093 0.597 0.754
H 3.002 -1.935 3.748
H 1.079 -0.540 3.102
H -1.494 -2.975 5.537
H 0.450 -4.408 6.145
H -1.030 -2.671 1.844
H -0.390 -3.061 -0.502
H -0.781 3.370 -1.864
H -1.527 3.940 0.444
H -1.717 2.125 2.142
Se 2.718 0.805 -2.517
Te 2.405 -0.706 -4.308
Te -0.496 -0.972 -5.557
Se -2.258 0.118 -4.405
F 0.128 2.937 -3.858
As 0.620 3.440 -5.570
F 1.081 3.769 -7.173
F -0.532 2.214 -6.108
F -0.623 4.616 -5.525
F 1.793 2.109 -5.461
F 1.763 4.501 -4.866
*
```

LUMO (alpha / beta) = -5.545 / -6.029 eV
expectation value of S² = 8.88
F_max = 0.8 eV Å⁻¹
HOMO energy (alpha / beta) = -11.135 / -12.107 eV
energy relative to the best compared isomer or geometry (same formula, charge and spin) = 18.6 kJ/mol
frontier orbital gap (alpha / beta) = 0.2054 / 0.2233 hartree
energy = -11692.0855 hartree

Calculated atomic charges, method natural (NBO), unit e: atom 1 (Pd): 0.816, atom 2 (Br): 0.133, atom 3 (C): -0.050, atom 4 (C): -0.223, atom 5 (C): -0.192, atom 6 (C): 0.027, atom 7 (C): -0.147, atom 8 (C): -0.232, atom 9 (N): -0.033, atom 10 (N): -0.075, atom 11 (C): 0.091, atom 12 (C): -0.149, atom 13 (C): -0.261, atom 14 (C): 0.455, atom 15 (O): -0.626, atom 16 (C): 0.151, atom 17 (N): -0.490, atom 18 (C): 0.083, atom 19 (C): -0.215, atom 20 (C): -0.108, atom 21 (C): -0.085, atom 22 (H): 0.242, atom 23 (H): 0.230, atom 24 (H): 0.247, atom 25 (H): 0.249, atom 26 (H): 0.244, atom 27 (H): 0.248, atom 28 (H): 0.252, atom 29 (H): 0.250, atom 30 (H): 0.251, atom 31 (Se): -0.074, atom 32 (Te): 0.476, atom 33 (Te): 0.465, atom 34 (Se): -0.025, atom 35 (F): -0.676, atom 36 (As): 2.843, atom 37 (F): -0.592, atom 38 (F): -0.647, atom 39 (F): -0.596, atom 40 (F): -0.660, atom 41 (F): -0.597

---

Among the records above, which one has the highest F_max?
C15H8Co2N3O6

---

Among the records above, which one has the highest energy?
C15H60O15

---

Copy entry 3 word for word.
A structure of composition C15H8Co2N3O6 in a non-equilibrium geometry. Source: the OMol25 dataset; level of theory: ωB97M-V/def2-TZVPD.

```
! wB97M-V def2-TZVPD RIJCOSX def2/J DEFGRID3
* xyz -1 1
C -4.335 -2.504 -0.601
C -3.189 -1.709 -0.475
C -1.955 -2.368 -0.522
C -1.889 -3.749 -0.674
C -3.025 -4.546 -0.794
C -4.261 -3.899 -0.765
N -0.537 -4.029 -0.691
N 0.189 -2.887 -0.549
N -0.654 -1.902 -0.491
H -5.328 -2.049 -0.581
H -3.204 -0.629 -0.345
H -2.891 -5.618 -0.911
H -5.178 -4.476 -0.873
H -0.082 -4.948 -0.742
O 1.835 3.815 -3.184
C 2.112 3.671 -2.072
Co 2.518 3.438 -0.382
C 3.782 2.224 -0.651
O 4.626 1.464 -0.880
C 3.298 5.029 -0.286
O 3.825 6.052 -0.242
C 0.746 2.514 -0.073
C 0.490 1.199 0.252
C -0.311 0.085 0.131
Co 1.524 2.016 1.504
C 2.524 0.579 1.548
O 3.125 -0.408 1.596
C 0.825 1.946 3.144
O 0.406 1.853 4.219
C 2.849 3.303 1.854
O 3.605 3.806 2.582
H -0.045 3.251 -0.330
H -0.464 -0.486 1.042
H -0.932 -0.036 -0.757
*
```

LUMO = 2.343 eV
F_max = 5.7 eV Å⁻¹
HOMO energy = -3.488 eV
energy relative to the best compared isomer or geometry (same formula, charge and spin) = 0.0 kJ/mol
frontier orbital gap = 0.2143 hartree
energy = -3957.5284 hartree

Calculated atomic charges, method natural (NBO), unit e: atom 1 (C): -0.240, atom 2 (C): -0.167, atom 3 (C): 0.012, atom 4 (C): 0.157, atom 5 (C): -0.261, atom 6 (C): -0.205, atom 7 (N): -0.397, atom 8 (N): 0.022, atom 9 (N): -0.190, atom 10 (H): 0.214, atom 11 (H): 0.244, atom 12 (H): 0.211, atom 13 (H): 0.213, atom 14 (H): 0.408, atom 15 (O): -0.553, atom 16 (C): 0.577, atom 17 (Co): -0.075, atom 18 (C): 0.475, atom 19 (O): -0.552, atom 20 (C): 0.495, atom 21 (O): -0.550, atom 22 (C): -0.549, atom 23 (C): -0.008, atom 24 (C): -0.538, atom 25 (Co): -0.096, atom 26 (C): 0.523, atom 27 (O): -0.553, atom 28 (C): 0.532, atom 29 (O): -0.563, atom 30 (C): 0.432, atom 31 (O): -0.578, atom 32 (H): 0.195, atom 33 (H): 0.187, atom 34 (H): 0.178

---

energy of number 1 (C15H60O15)?
-1735.8371 hartree